No. 1
# C7H15N2S2

An isolated ion of composition C7H15N2S2 and charge +1 at a distorted geometry (the ωB97M-V functional and the def2-TZVPD basis, the OMol25 dataset).

Its HOMO-LUMO gap is 0.2913 hartree. The calculation puts the LUMO energy at -0.1467 hartree. Its total charge is +1. The calculation puts the largest force on an atom at 5.43 eV Å⁻¹. For the HOMO energy, the calculation gives -11.92 eV. As for the energy above the lowest of the compared OMol25 structures with the same formula, charge and spin: 4.010 eV.

Each line ends with the natural charge from an NBO analysis.
Element x y z (Å)
C 1.925 -0.447 -1.439  -0.156
C 0.400 -0.318 0.940  -0.476
C -0.417 -0.973 -1.228  0.437
C -1.771 -0.473 -1.364  -0.677
C -0.224 -2.401 -1.008  -0.717
C 0.118 1.306 2.702  -0.411
C 0.226 2.167 0.497  -0.417
N 0.635 -0.361 -1.845  -0.633
N -0.253 1.009 1.334  -0.402
S 3.105 -0.886 -2.402  0.239
S 2.072 -0.272 0.451  0.268
H 0.241 -1.142 1.687  0.244
H -1.658 0.311 -2.189  0.231
H -2.232 -0.017 -0.416  0.232
H -2.301 -1.398 -1.630  0.267
H -0.223 -3.020 -1.904  0.264
H -1.114 -2.888 -0.508  0.238
H 0.659 -2.664 -0.483  0.254
H -0.201 2.319 3.051  0.237
H -0.272 0.399 3.281  0.231
H 1.171 1.268 2.738  0.230
H -0.526 2.580 -0.081  0.222
H 0.683 2.869 1.044  0.224
H 1.041 1.693 -0.172  0.231
H 0.254 0.437 -2.197  0.402
H -1.336 0.904 1.141  0.438

No. 2
# C42H65Br2Cl12IN4O6PS

C42H65Br2Cl12IN4O6PS as an isolated structure at a distorted geometry (the ωB97M-V functional and the def2-TZVPD basis, the OMol25 dataset).

Its HOMO-LUMO gap is 0.2921 hartree. The calculation puts the LUMO energy at -0.0825 hartree. Its total charge is +1. The calculation puts the largest force on an atom at 5.65 eV Å⁻¹. For the HOMO energy, the calculation gives -10.19 eV. As for the energy above the lowest of the compared OMol25 structures with the same formula, charge and spin: 3.637 eV.

Each line ends with the Löwdin charge.
Element x y z (Å)
C 1.788 1.438 1.666  -0.231
C 0.335 0.965 1.141  -0.348
C 0.462 0.587 -0.371  -0.439
I 1.864 -1.117 -0.046  1.222
C -0.744 0.290 -1.350  -0.220
C -1.205 -1.190 -1.002  -0.203
O -1.461 -1.432 0.382  -0.117
C -1.427 -2.786 0.710  -0.253
C -2.205 -3.844 0.080  -0.004
C -2.062 -5.208 0.605  -0.077
C -1.211 -5.570 1.724  -0.069
C -0.412 -4.504 2.339  -0.066
C -0.543 -3.154 1.832  -0.026
N -2.016 1.139 -1.305  0.047
C -2.343 1.942 -0.079  -0.159
O -2.661 1.081 1.034  -0.188
O -3.489 1.778 1.878  -0.020
C -2.532 1.694 -2.650  -0.257
C -3.344 3.018 -2.734  -0.137
C -2.837 4.468 -2.518  -0.249
N -2.342 4.819 -1.161  0.002
C -3.632 0.638 -3.122  -0.571
Br -3.876 0.468 -5.105  0.830
C -5.111 0.642 -2.607  -0.740
C -6.198 1.560 -3.339  -0.183
Br -5.422 0.787 -0.661  0.845
C -1.036 1.649 -3.336  -0.309
N -0.413 2.680 -2.417  0.057
C 0.168 3.644 -2.887  -0.751
S 1.156 4.745 -3.513  0.782
P -0.969 2.070 -5.221  0.942
C -1.751 3.714 -5.619  -0.307
O 0.664 2.272 -5.701  -0.329
C -0.295 0.247 -2.941  -0.164
C -0.765 -0.979 -3.812  -0.164
C -0.356 -1.035 -5.336  -0.119
C -0.339 -2.555 -5.777  -0.462
O -1.260 -3.253 -5.418  0.093
O 0.665 -3.059 -6.579  0.081
C 1.287 0.179 -3.199  -0.250
C 2.006 -1.076 -3.358  -0.088
C 3.478 -1.196 -3.588  -0.014
C 4.027 0.142 -3.607  -0.171
C 3.240 1.365 -3.447  -0.260
N 1.927 1.378 -3.239  0.092
H 2.250 0.716 2.374  -0.001
H 1.686 2.399 2.258  0.072
H 2.459 1.722 0.807  0.045
H 0.085 0.077 1.781  0.021
H -0.319 1.792 1.487  0.093
H 1.119 1.380 -0.833  0.082
H -0.477 -1.980 -1.346  0.096
H -2.137 -1.527 -1.563  0.132
H -2.885 -3.605 -0.768  0.107
H -2.672 -6.017 0.144  0.098
H -1.139 -6.608 2.128  0.104
H 0.267 -4.730 3.197  0.016
H 0.069 -2.363 2.336  0.064
H -2.693 0.381 -1.061  0.122
H -3.274 2.546 -0.158  0.099
H -1.518 2.665 0.117  0.125
H -3.038 1.876 2.742  0.135
H -3.844 3.010 -3.747  0.094
H -4.226 3.008 -2.023  0.106
H -2.117 4.910 -3.251  0.079
H -3.752 5.130 -2.630  0.138
H -2.421 5.814 -0.973  0.080
H -1.408 4.458 -0.988  0.036
H -3.333 -0.417 -2.858  0.074
H -5.538 -0.379 -2.840  0.096
H -5.942 2.640 -3.397  0.069
H -6.561 1.114 -4.300  0.066
H -7.098 1.505 -2.657  0.065
H -1.235 4.604 -5.153  0.020
H -1.588 3.865 -6.730  0.040
H -2.864 3.776 -5.473  -0.013
H 0.654 2.860 -6.482  0.060
H -1.878 -1.106 -3.930  0.078
H -0.497 -1.993 -3.403  0.110
H 0.615 -0.587 -5.638  0.111
H -1.145 -0.568 -5.991  0.072
H 0.866 -3.971 -6.295  0.129
H 1.515 -2.080 -3.283  0.106
H 4.024 -2.152 -3.682  0.112
H 5.131 0.230 -3.749  0.094
H 3.765 2.354 -3.460  0.099
Cl 0.760 -0.187 4.252  0.629
C 1.053 1.381 5.047  -0.624
C 2.047 1.272 6.182  -0.644
Cl 1.395 0.353 7.561  0.563
H 0.095 1.770 5.390  0.073
H 1.441 2.055 4.283  0.049
H 2.293 2.267 6.553  0.077
H 2.969 0.790 5.860  0.074
Cl 4.037 -4.341 2.903  0.524
C 4.260 -5.522 4.221  -0.656
C 3.048 -6.407 4.404  -0.633
Cl 1.649 -5.505 5.036  0.577
H 4.496 -4.972 5.131  0.070
H 5.125 -6.131 3.957  0.073
H 3.270 -7.194 5.126  0.077
H 2.752 -6.879 3.467  0.072
Cl 0.317 -5.822 9.170  0.537
C 1.010 -4.230 8.757  -0.727
C -0.037 -3.268 8.246  -0.656
Cl -0.668 -3.748 6.651  0.524
H 1.802 -4.386 8.026  0.048
H 1.461 -3.832 9.669  -0.024
H 0.400 -2.277 8.127  0.015
H -0.879 -3.189 8.932  0.074
Cl -1.827 6.695 -8.194  0.545
C -3.404 6.525 -9.007  -0.654
C -4.557 6.588 -8.032  -0.645
Cl -4.607 5.162 -6.963  0.564
H -3.399 5.588 -9.562  0.071
H -3.482 7.345 -9.722  0.077
H -5.502 6.609 -8.576  0.076
H -4.506 7.477 -7.406  0.072
Cl 4.817 1.291 -1.460  0.715
C 6.053 0.325 -0.603  -0.573
C 5.550 -0.221 0.714  -0.658
Cl 5.292 1.065 1.918  0.569
H 6.934 0.951 -0.465  0.075
H 6.320 -0.500 -1.267  0.081
H 6.288 -0.905 1.135  0.078
H 4.614 -0.763 0.591  -0.026
Cl 3.028 -2.227 9.872  0.610
C 3.479 -2.673 11.539  -0.625
C 4.845 -2.149 11.920  -0.663
Cl 6.150 -2.964 11.024  0.542
H 3.428 -3.758 11.624  0.077
H 2.722 -2.243 12.196  0.080
H 5.026 -2.330 12.980  0.075
H 4.927 -1.078 11.738  0.069

No. 3
# C10H15ClN2

An isolated molecule of C10H15ClN2 at a distorted geometry (the ωB97M-V functional and the def2-TZVPD basis, the OMol25 dataset).

Its HOMO-LUMO gap is 0.3376 hartree. The calculation puts the LUMO energy at 0.0208 hartree. As for the structure (SMILES): CCN(C)CCc1cncc(Cl)c1. The calculation puts the largest force on an atom at 4.74 eV Å⁻¹. For the HOMO energy, the calculation gives -8.62 eV. As for the energy above the lowest of the compared OMol25 structures with the same formula, charge and spin: 1.884 eV.

Each line ends with the natural charge from an NBO analysis.
Element x y z (Å)
C -4.785 -1.407 -0.085  -0.607
C -3.379 -1.218 0.188  -0.223
N -3.039 0.070 -0.528  -0.459
C -3.582 1.202 0.178  -0.437
C -1.612 0.280 -0.686  -0.188
C -0.781 0.566 0.632  -0.445
C 0.571 0.627 0.248  -0.063
C 1.190 1.855 -0.025  0.029
N 2.502 2.060 -0.261  -0.389
C 3.340 0.969 -0.031  -0.003
C 2.774 -0.313 0.158  -0.081
Cl 3.763 -1.730 -0.079  0.004
C 1.398 -0.487 0.262  -0.194
H -4.873 -1.734 -1.182  0.222
H -4.998 -2.263 0.627  0.207
H -5.311 -0.450 0.168  0.211
H -2.864 -2.086 -0.263  0.197
H -3.094 -1.180 1.219  0.172
H -4.691 1.323 0.119  0.210
H -3.149 2.303 -0.104  0.205
H -3.227 1.238 1.235  0.171
H -1.427 1.360 -1.093  0.197
H -1.120 -0.513 -1.189  0.197
H -0.967 -0.130 1.447  0.221
H -1.150 1.687 0.897  0.210
H 0.527 2.720 -0.243  0.189
H 4.476 1.183 0.020  0.224
H 0.862 -1.403 0.178  0.224

No. 4
# C4H5NO

An isolated molecule of C4H5NO (the ωB97M-V functional and the def2-TZVPD basis, the OMol25 dataset).

Its HOMO-LUMO gap is 0.3141 hartree. The calculation puts the LUMO energy at -0.0154 hartree. The calculation puts the largest force on an atom at 0.43 eV Å⁻¹. For the HOMO energy, the calculation gives -8.97 eV. As for the energy above the lowest of the compared OMol25 structures with the same formula, charge and spin: 2.918 eV.

Each line ends with the natural charge from an NBO analysis.
Element x y z (Å)
O -1.561 1.706 0.509  -0.599
C -0.777 0.823 0.232  0.659
N 0.335 0.455 0.937  -0.632
C 1.092 -0.603 0.299  -0.419
C 0.407 -0.989 -0.971  0.203
C -0.803 -0.125 -0.970  -0.719
H 0.596 0.926 1.789  0.413
H 1.185 -1.510 0.918  0.253
H 2.124 -0.318 0.042  0.251
H -1.685 -0.783 -0.934  0.300
H -0.925 0.406 -1.920  0.290

No. 5
# C5H5FS2

An isolated molecule of C5H5FS2 at a distorted geometry (the ωB97M-V functional and the def2-TZVPD basis, the OMol25 dataset).

Its HOMO-LUMO gap is 0.3256 hartree. The calculation puts the LUMO energy at 0.0189 hartree. As for the structure (SMILES): C=C(F)C1SC=CS1. The calculation puts the largest force on an atom at 5.14 eV Å⁻¹. For the HOMO energy, the calculation gives -8.34 eV. As for the energy above the lowest of the compared OMol25 structures with the same formula, charge and spin: 2.411 eV.

Each line ends with the natural charge from an NBO analysis.
Element x y z (Å)
C -1.680 -1.129 0.622  -0.503
C -1.487 -0.226 -0.279  0.376
F -2.530 0.600 -0.777  -0.372
C -0.259 0.217 -1.128  -0.565
S 0.256 1.739 -0.520  0.284
C 1.640 1.046 0.499  -0.343
C 2.044 -0.240 0.186  -0.474
S 1.309 -0.868 -1.210  0.318
H -2.671 -1.436 1.127  0.256
H -0.574 -1.297 1.104  0.244
H -0.543 0.682 -2.057  0.281
H 1.807 1.572 1.527  0.241
H 2.687 -0.660 0.905  0.256

No. 6
# C4H5NO

An isolated molecule of C4H5NO at a distorted geometry (the ωB97M-V functional and the def2-TZVPD basis, the OMol25 dataset).

Its HOMO-LUMO gap is 0.4107 hartree. The calculation puts the LUMO energy at 0.0251 hartree. As for the structure (SMILES): N#CCCC=O. The calculation puts the largest force on an atom at 1.12 eV Å⁻¹. For the HOMO energy, the calculation gives -10.49 eV. As for the energy above the lowest of the compared OMol25 structures with the same formula, charge and spin: 0.627 eV.

Each line ends with the natural charge from an NBO analysis.
Element x y z (Å)
N 2.634 0.198 -1.127  -0.319
C 1.782 0.264 -0.348  0.285
C 0.713 0.310 0.655  -0.516
C -0.481 -0.572 0.278  -0.503
C -1.410 0.099 -0.707  0.441
O -1.236 1.210 -1.145  -0.509
H 1.137 -0.008 1.612  0.253
H 0.384 1.348 0.756  0.268
H -0.155 -1.531 -0.145  0.244
H -1.068 -0.821 1.172  0.239
H -2.300 -0.496 -1.000  0.117

Copy entry 1 word for word.
# C7H15N2S2

An isolated ion of composition C7H15N2S2 and charge +1 at a distorted geometry (the ωB97M-V functional and the def2-TZVPD basis, the OMol25 dataset).

Its HOMO-LUMO gap is 0.2913 hartree. The calculation puts the LUMO energy at -0.1467 hartree. Its total charge is +1. The calculation puts the largest force on an atom at 5.43 eV Å⁻¹. For the HOMO energy, the calculation gives -11.92 eV. As for the energy above the lowest of the compared OMol25 structures with the same formula, charge and spin: 4.010 eV.

Each line ends with the natural charge from an NBO analysis.
Element x y z (Å)
C 1.925 -0.447 -1.439  -0.156
C 0.400 -0.318 0.940  -0.476
C -0.417 -0.973 -1.228  0.437
C -1.771 -0.473 -1.364  -0.677
C -0.224 -2.401 -1.008  -0.717
C 0.118 1.306 2.702  -0.411
C 0.226 2.167 0.497  -0.417
N 0.635 -0.361 -1.845  -0.633
N -0.253 1.009 1.334  -0.402
S 3.105 -0.886 -2.402  0.239
S 2.072 -0.272 0.451  0.268
H 0.241 -1.142 1.687  0.244
H -1.658 0.311 -2.189  0.231
H -2.232 -0.017 -0.416  0.232
H -2.301 -1.398 -1.630  0.267
H -0.223 -3.020 -1.904  0.264
H -1.114 -2.888 -0.508  0.238
H 0.659 -2.664 -0.483  0.254
H -0.201 2.319 3.051  0.237
H -0.272 0.399 3.281  0.231
H 1.171 1.268 2.738  0.230
H -0.526 2.580 -0.081  0.222
H 0.683 2.869 1.044  0.224
H 1.041 1.693 -0.172  0.231
H 0.254 0.437 -2.197  0.402
H -1.336 0.904 1.141  0.438